Entry 1:
DFT (ωB97M-V/def2-TZVPD) results for a single C4H7NO molecule.

```
13
Properties=species:S:1:pos:R:3:forces:R:3:nbo_charge:R:1
O 0.042438 1.118370 -2.046176 0.03 -0.14 0.02 -0.625
C 0.873445 0.287336 -1.481854 -0.33 -0.05 0.00 0.300
C 0.820082 0.373375 1.368967 0.07 0.14 0.13 -0.429
N 0.189514 -0.793213 0.747534 0.09 -0.02 0.07 -0.374
C -1.090797 -0.537093 0.103956 -0.25 0.09 -0.01 -0.299
C 0.138286 -0.782330 -0.706154 0.13 -0.05 -0.16 -0.255
H -0.901900 0.913530 -1.850324 0.14 -0.01 0.01 0.460
H 1.113609 1.147973 0.646218 -0.09 -0.04 0.12 0.185
H 0.134862 0.816543 2.097270 0.09 -0.12 -0.03 0.196
H 1.725003 0.057553 1.895056 -0.12 0.02 -0.13 0.213
H -1.487780 0.479266 0.176506 0.10 -0.13 -0.04 0.184
H -1.839398 -1.318537 0.217718 0.12 0.14 -0.04 0.213
H 0.282634 -1.762774 -1.168715 0.00 0.16 0.06 0.231
```
Positions in Å, forces in eV/Å.

Highest occupied orbital energy (eV): -8.8
Charge: 0
Relative energy (zero: lowest compared OMol25 entry of this formula, charge and spin) (kcal/mol): 111.4
LUMO (hartree): 0.0257

Entry 2:
DFT (ωB97M-V/def2-TZVPD) results for 2 unconnected molecules or ions with the total composition C4H7NO.

```
13
Properties=species:S:1:pos:R:3:forces:R:3:nbo_charge:R:1
C 0.555054 -1.451734 1.273059 0.02 0.06 0.04 -0.726
C -1.187884 1.620799 -0.016997 -0.14 -0.47 -0.14 0.061
C -0.537683 1.638910 -1.305626 0.21 0.17 -0.35 -0.321
N -1.330292 0.531654 -0.621725 -0.05 0.41 0.38 -0.330
C 0.926630 -1.200557 -0.161268 0.26 0.21 0.00 0.454
O 1.753026 -0.387786 -0.512198 -0.36 -0.39 0.12 -0.549
H -0.528976 -1.364470 1.394017 0.12 -0.02 -0.05 0.240
H 1.070236 -0.745619 1.927136 -0.06 -0.08 -0.07 0.227
H 0.834298 -2.475315 1.544590 -0.02 0.07 -0.04 0.233
H -1.470043 2.072087 0.924714 0.04 -0.03 -0.06 0.208
H -1.017873 2.122186 -2.154241 0.05 -0.07 0.11 0.181
H 0.533969 1.470117 -1.385902 -0.15 0.07 0.03 0.209
H 0.399537 -1.830272 -0.905560 0.08 0.09 0.02 0.115
```
Positions in Å, forces in eV/Å.

Highest occupied orbital energy (eV): -9.8
Charge: 0
Relative energy (zero: lowest compared OMol25 entry of this formula, charge and spin) (kcal/mol): 75.8
LUMO (hartree): 0.0380
SMILES: C1=NC1.CC=O

Entry 3:
DFT (ωB97M-V/def2-TZVPD) results for a single C4H7NO molecule in a non-equilibrium geometry.

```
13
Properties=species:S:1:pos:R:3:forces:R:3:nbo_charge:R:1
C -1.089780 1.571290 0.533703 0.13 -0.73 -0.52 -0.262
C 0.385185 -0.297935 0.111999 1.16 0.50 3.33 -0.010
C 0.286300 -1.711675 -0.238571 0.70 -2.36 -2.01 -0.600
C 1.208104 0.357769 -0.873043 2.44 1.33 -3.06 0.251
H -0.777835 2.300147 -0.255434 -0.36 -0.79 0.20 0.186
H -0.451000 1.797732 1.394633 -0.61 0.19 0.38 0.174
H -2.198879 1.561697 0.676262 1.16 0.62 0.27 0.213
H 0.807222 -0.214254 1.186928 0.31 0.04 -1.53 0.188
H 1.207242 -2.199660 0.109158 0.05 -0.03 -0.80 0.222
H -0.464546 -2.239097 0.322240 -0.72 0.20 0.13 0.233
H 0.103285 -1.825948 -1.381916 0.40 -0.09 2.09 0.228
N 1.843290 0.713586 -1.790608 -1.47 -0.57 2.29 -0.299
O -0.858590 0.186347 0.204647 -3.20 1.70 -0.77 -0.524
```
Positions in Å, forces in eV/Å.

Highest occupied orbital energy (eV): -10.6
Charge: 0
Relative energy (zero: lowest compared OMol25 entry of this formula, charge and spin) (kcal/mol): 50.9
LUMO (hartree): 0.0325
SMILES: CO[C@@H](C)C#N

Entry 4:
DFT (ωB97M-V/def2-TZVPD) results for 2 unconnected molecules or ions with the total composition C4H7NO in a non-equilibrium geometry.

```
13
Properties=species:S:1:pos:R:3:forces:R:3:nbo_charge:R:1
C 1.735676 0.887356 -0.207187 -0.87 1.31 0.51 -0.141
C -2.084513 0.304964 0.985214 -0.92 0.27 -1.04 -0.475
C -1.711016 -0.520381 -0.248748 -3.16 -0.45 -0.95 -0.178
C -0.949602 -0.650954 0.753263 0.39 0.46 0.73 -0.180
N 1.766476 -0.365832 -0.294184 0.09 -0.48 -1.08 -0.133
O 2.696431 -0.762775 -1.252243 0.67 -0.25 -0.21 -0.579
H 2.410497 1.601685 -0.718555 -0.38 -0.70 0.08 0.186
H 0.870178 1.286940 0.370333 1.07 -0.27 -0.10 0.198
H -1.906529 1.332212 0.814282 0.50 1.32 0.04 0.157
H -3.105363 0.263999 1.426709 1.06 -1.20 0.41 0.192
H -2.310560 -0.838911 -1.106342 1.12 0.26 0.08 0.234
H 2.527167 -1.691720 -1.489706 -0.21 0.48 0.65 0.479
H 0.061159 -0.846582 0.967164 0.63 -0.76 0.89 0.239
```
Positions in Å, forces in eV/Å.

Highest occupied orbital energy (eV): -9.1
Charge: 0
Relative energy (zero: lowest compared OMol25 entry of this formula, charge and spin) (kcal/mol): 146.5
LUMO (hartree): 0.0350
SMILES: C1=CC1.C=NO